{"formula": "C7H13NO", "method": "wB97M-V/def2-TZVPD", "e_homo_ev": -7.05, "smiles": "C=C(/C(C)=C\\O)N(C)C", "lumo_energy_ev": 0.87, "e_above_lowest_kcal_mol": 84.5, "max_force_ev_per_a": 2.7, "species": ["O", "N", "C", "C", "C", "C", "C", "C", "C", "H", "H", "H", "H", "H", "H", "H", "H", "H", "H", "H", "H", "H"], "coordinates": [[1.574822, -1.452962, 1.260654], [-0.690324, -0.597251, 0.312272], [1.458602, -0.906710, 0.020348], [-1.526985, -0.726705, 1.501943], [-1.337365, -1.168234, -0.870261], [-0.815566, 1.880484, 0.141700], [1.240080, 0.443273, -0.275929], [-0.120328, 0.735218, 0.049900], [2.076694, 1.257678, -1.211128], [-0.661788, -1.087290, -1.719587], [-0.323375, 2.830871, 0.013790], [-1.569701, -2.217101, -0.683346], [-1.619961, -1.785500, 1.752081], [-1.060613, -0.197805, 2.330310], [-1.874809, 1.883916, 0.352760], [2.641181, 2.046580, -0.697422], [1.163996, -0.810007, 1.865398], [-2.258206, -0.630581, -1.125590], [-2.532298, -0.316066, 1.357460], [2.792299, 0.628010, -1.734295], [1.455812, 1.749656, -1.961627], [1.987833, -1.559476, -0.679429]], "forces_ev_per_a": [[-0.89, 0.08, -0.23], [-1.24, 0.63, 0.04], [2.50, 0.90, -0.10], [-0.01, 0.11, -0.38], [0.09, 0.25, 0.21], [0.15, -0.38, -0.07], [-0.28, -1.03, -0.47], [-0.44, -0.14, 1.08], [-0.27, -0.05, -0.20], [0.05, -0.06, -0.02], [0.06, 0.11, 0.03], [-0.01, -0.01, -0.03], [0.00, 0.02, -0.01], [0.01, 0.03, 0.08], [-0.08, -0.02, -0.09], [-0.05, -0.21, 0.02], [0.20, -0.29, 0.00], [-0.08, -0.03, 0.04], [-0.09, 0.02, 0.07], [0.20, -0.10, -0.02], [-0.06, 0.10, -0.07], [0.25, 0.08, 0.10]], "nbo_charge": [-0.66, -0.45, 0.32, -0.41, -0.40, -0.53, -0.27, 0.16, -0.62, 0.21, 0.21, 0.20, 0.20, 0.20, 0.20, 0.22, 0.48, 0.18, 0.18, 0.22, 0.21, 0.17]}



{"formula": "C3H9NO3PS", "method": "wB97M-V/def2-TZVPD", "e_homo_ev": -4.49, "charge": -1, "lumo_energy_ev": 3.59, "e_above_lowest_kcal_mol": 59.7, "max_force_ev_per_a": 4.3, "species": ["S", "P", "O", "O", "O", "N", "C", "C", "C", "H", "H", "H", "H", "H", "H", "H", "H", "H"], "coordinates": [[-1.556802, 1.547347, 0.432741], [0.207777, -0.012423, -1.629788], [-0.984839, 0.760682, -2.269192], [1.139011, 1.135898, 0.782138], [1.412667, 1.118140, -1.919745], [0.855000, -0.976431, -2.945499], [0.018782, 0.663650, 0.703655], [-0.334494, -0.733126, 1.294555], [-0.149942, -0.534567, 2.798096], [1.665342, 1.356732, -0.910296], [0.690053, 0.136801, 2.921981], [-1.435144, 1.245801, -1.127759], [0.122203, -1.612177, -3.082897], [-0.348051, -1.470591, 3.323790], [0.350393, -1.442922, 0.999512], [0.757984, -0.260619, -3.696391], [-1.408602, -1.088487, 1.169864], [-1.001338, 0.166294, 3.155234]], "forces_ev_per_a": [[0.52, 0.62, 0.03], [1.73, 1.05, -2.44], [-1.34, 0.01, 0.90], [0.26, 0.34, 0.36], [0.82, 0.21, 4.26], [0.03, 1.58, 0.20], [-2.18, -1.35, 0.38], [-1.69, 1.47, 1.61], [-2.76, 1.83, 0.23], [-0.53, -0.24, -3.05], [0.87, -0.92, 0.80], [0.21, -0.36, -1.00], [-1.20, -1.56, -0.78], [0.99, 0.17, 0.37], [1.48, -1.61, -1.01], [0.31, -0.85, 0.24], [1.52, 0.67, -0.60], [0.96, -1.06, -0.52]], "nbo_charge": [-0.41, 1.54, -1.13, -0.70, -1.04, -1.13, 0.39, -0.50, -0.63, 0.51, 0.23, 0.36, 0.34, 0.20, 0.20, 0.36, 0.22, 0.20]}



What did the first record say?
{"formula": "C7H13NO", "method": "wB97M-V/def2-TZVPD", "e_homo_ev": -7.05, "smiles": "C=C(/C(C)=C\\O)N(C)C", "lumo_energy_ev": 0.87, "e_above_lowest_kcal_mol": 84.5, "max_force_ev_per_a": 2.7, "species": ["O", "N", "C", "C", "C", "C", "C", "C", "C", "H", "H", "H", "H", "H", "H", "H", "H", "H", "H", "H", "H", "H"], "coordinates": [[1.574822, -1.452962, 1.260654], [-0.690324, -0.597251, 0.312272], [1.458602, -0.906710, 0.020348], [-1.526985, -0.726705, 1.501943], [-1.337365, -1.168234, -0.870261], [-0.815566, 1.880484, 0.141700], [1.240080, 0.443273, -0.275929], [-0.120328, 0.735218, 0.049900], [2.076694, 1.257678, -1.211128], [-0.661788, -1.087290, -1.719587], [-0.323375, 2.830871, 0.013790], [-1.569701, -2.217101, -0.683346], [-1.619961, -1.785500, 1.752081], [-1.060613, -0.197805, 2.330310], [-1.874809, 1.883916, 0.352760], [2.641181, 2.046580, -0.697422], [1.163996, -0.810007, 1.865398], [-2.258206, -0.630581, -1.125590], [-2.532298, -0.316066, 1.357460], [2.792299, 0.628010, -1.734295], [1.455812, 1.749656, -1.961627], [1.987833, -1.559476, -0.679429]], "forces_ev_per_a": [[-0.89, 0.08, -0.23], [-1.24, 0.63, 0.04], [2.50, 0.90, -0.10], [-0.01, 0.11, -0.38], [0.09, 0.25, 0.21], [0.15, -0.38, -0.07], [-0.28, -1.03, -0.47], [-0.44, -0.14, 1.08], [-0.27, -0.05, -0.20], [0.05, -0.06, -0.02], [0.06, 0.11, 0.03], [-0.01, -0.01, -0.03], [0.00, 0.02, -0.01], [0.01, 0.03, 0.08], [-0.08, -0.02, -0.09], [-0.05, -0.21, 0.02], [0.20, -0.29, 0.00], [-0.08, -0.03, 0.04], [-0.09, 0.02, 0.07], [0.20, -0.10, -0.02], [-0.06, 0.10, -0.07], [0.25, 0.08, 0.10]], "nbo_charge": [-0.66, -0.45, 0.32, -0.41, -0.40, -0.53, -0.27, 0.16, -0.62, 0.21, 0.21, 0.20, 0.20, 0.20, 0.20, 0.22, 0.48, 0.18, 0.18, 0.22, 0.21, 0.17]}



Please write out number 2 again, unchanged.
{"formula": "C3H9NO3PS", "method": "wB97M-V/def2-TZVPD", "e_homo_ev": -4.49, "charge": -1, "lumo_energy_ev": 3.59, "e_above_lowest_kcal_mol": 59.7, "max_force_ev_per_a": 4.3, "species": ["S", "P", "O", "O", "O", "N", "C", "C", "C", "H", "H", "H", "H", "H", "H", "H", "H", "H"], "coordinates": [[-1.556802, 1.547347, 0.432741], [0.207777, -0.012423, -1.629788], [-0.984839, 0.760682, -2.269192], [1.139011, 1.135898, 0.782138], [1.412667, 1.118140, -1.919745], [0.855000, -0.976431, -2.945499], [0.018782, 0.663650, 0.703655], [-0.334494, -0.733126, 1.294555], [-0.149942, -0.534567, 2.798096], [1.665342, 1.356732, -0.910296], [0.690053, 0.136801, 2.921981], [-1.435144, 1.245801, -1.127759], [0.122203, -1.612177, -3.082897], [-0.348051, -1.470591, 3.323790], [0.350393, -1.442922, 0.999512], [0.757984, -0.260619, -3.696391], [-1.408602, -1.088487, 1.169864], [-1.001338, 0.166294, 3.155234]], "forces_ev_per_a": [[0.52, 0.62, 0.03], [1.73, 1.05, -2.44], [-1.34, 0.01, 0.90], [0.26, 0.34, 0.36], [0.82, 0.21, 4.26], [0.03, 1.58, 0.20], [-2.18, -1.35, 0.38], [-1.69, 1.47, 1.61], [-2.76, 1.83, 0.23], [-0.53, -0.24, -3.05], [0.87, -0.92, 0.80], [0.21, -0.36, -1.00], [-1.20, -1.56, -0.78], [0.99, 0.17, 0.37], [1.48, -1.61, -1.01], [0.31, -0.85, 0.24], [1.52, 0.67, -0.60], [0.96, -1.06, -0.52]], "nbo_charge": [-0.41, 1.54, -1.13, -0.70, -1.04, -1.13, 0.39, -0.50, -0.63, 0.51, 0.23, 0.36, 0.34, 0.20, 0.20, 0.36, 0.22, 0.20]}